141
Properties=species:S:1:pos:R:3:forces:R:3:lowdin_charge:R:1 method="wB97M-V/def2-TZVPD" homo_energy_ev=-0.3 total_energy_ev=-107723.986 gap_ev=3.7 total_charge=-2 multiplicity=1
Pd 0.2177 -0.8308 -1.8174 0.567 0.620 0.033 0.309
P 0.7663 -1.6723 -3.8006 -0.466 0.823 0.918 0.923
P 2.1348 -0.6168 -0.6250 -0.846 -0.109 0.052 0.955
O -7.9377 0.8840 4.7446 0.626 0.531 -1.251 -0.006
O -0.2046 3.2094 10.2894 1.052 -0.391 -0.638 -0.033
O 1.7818 2.5406 9.6248 -1.118 0.256 -0.089 -0.026
O -7.8496 1.7293 2.7176 0.561 -0.570 1.473 0.002
N 0.5721 2.7752 9.4037 0.008 0.005 0.400 -0.371
N -7.2940 1.3315 3.7681 -1.468 -0.020 -0.323 -0.353
N 1.4976 5.5557 3.0589 0.857 1.106 1.081 -0.203
N -4.0787 -4.3597 -2.0139 -1.004 -1.941 -0.426 -0.216
C 2.6784 6.2821 2.6346 -0.270 -0.167 0.059 -0.081
C -1.6840 1.8571 4.2915 0.959 -0.335 1.501 -0.103
C 0.6584 -3.4810 -3.7266 0.365 -0.655 -0.799 -0.361
C -4.7252 -4.5398 -3.2962 0.204 0.168 0.365 -0.089
C 0.3022 1.7655 5.8320 0.239 0.267 0.464 -0.046
C -3.4221 -2.1079 -2.6298 0.006 -0.540 0.181 -0.048
C 3.2530 1.3981 0.9942 0.139 0.316 -0.359 -0.084
C 3.9130 0.4684 -5.3483 -0.040 -0.254 0.121 -0.093
C 3.9998 3.5324 0.1436 -0.145 -0.145 -0.094 -0.111
C -0.0139 4.6119 -0.1502 -1.083 -0.867 0.011 -0.049
C 3.5757 -1.6188 -1.1499 0.628 0.378 0.312 -0.324
C -0.2473 3.9724 2.5541 0.978 0.081 -0.011 -0.008
C -5.1443 2.0492 2.8409 -0.289 -0.225 0.291 0.007
C -2.7850 -3.0125 -0.4512 -0.520 -0.844 -1.063 -0.058
C 5.7333 -3.1472 -2.0910 -0.069 -0.025 -0.062 -0.117
C -3.8684 1.0048 5.1062 -0.180 0.294 -0.176 -0.043
C 0.9347 -4.2683 -4.8629 -0.309 -0.439 0.452 -0.125
C -1.3281 -2.0831 -5.6562 -0.044 0.438 -0.098 -0.093
C 0.7038 -5.6460 -4.8268 0.072 0.087 0.097 -0.096
C 2.8404 1.9950 -1.3257 0.112 -0.184 0.376 -0.085
C -3.0937 1.7102 4.1227 -0.538 0.010 -0.100 -0.204
C 0.2517 -4.1015 -2.5338 0.045 0.048 -0.279 -0.102
C 0.6901 4.9506 2.1433 -0.721 -0.647 -1.131 -0.246
C 5.9233 -1.8065 -1.7428 -0.128 -0.135 -0.182 -0.096
C -2.3629 -1.6330 -6.4782 0.054 0.233 0.183 -0.104
C 0.8089 5.2404 0.7591 0.344 0.030 1.065 -0.057
C 3.8444 2.6425 1.2109 0.036 0.028 -0.267 -0.084
C 0.2147 -0.9564 2.9472 0.432 -0.060 -0.159 -0.077
C -0.8093 3.1510 1.5946 -0.439 0.738 -0.503 -0.066
C -0.6490 0.2145 -5.2714 -0.348 -0.104 -0.393 -0.110
C 4.8499 -1.0370 -1.2905 -0.019 -0.416 -0.063 -0.070
C -1.9437 -0.8080 -1.1601 -1.358 0.520 0.583 -0.368
C -2.5518 -0.2640 -6.6869 -0.033 -0.220 -0.066 -0.114
C -1.8431 2.6740 6.6233 0.145 0.069 0.703 -0.051
C 1.9652 -2.5351 1.4156 -0.334 0.236 0.446 -0.095
C -1.4125 0.4977 -0.7214 0.771 -0.284 -0.435 -0.211
C 3.3794 -2.2134 -4.7626 0.091 0.332 -0.012 -0.106
C 3.4035 -2.9722 -1.4875 0.037 0.057 -0.066 -0.131
C -5.8794 1.4001 3.8569 0.745 0.257 0.108 -0.192
C 0.5300 -2.2605 3.3481 -0.147 -0.060 -0.110 -0.099
C 2.7569 1.0573 -0.2796 0.774 0.233 0.257 -0.351
C -1.3044 2.8907 7.8689 -0.178 -0.188 -0.565 -0.021
C 4.6298 -1.8385 -5.2516 -0.007 0.229 0.044 -0.099
C 3.4820 3.2150 -1.1170 0.141 -0.048 0.177 -0.091
C -1.9153 2.9852 -0.5715 -0.402 -1.235 -2.756 -0.141
C -1.8830 1.7391 -1.2192 -0.149 0.386 0.844 -0.135
C 0.8439 -0.4082 1.8272 -0.084 -0.414 0.110 -0.123
C 4.4696 -3.7311 -1.9674 0.065 0.247 0.186 -0.100
C 4.8905 -0.5045 -5.5767 -0.060 -0.108 0.086 -0.108
C -5.2377 0.8985 5.0071 -0.089 0.203 -0.332 -0.011
C -3.4606 -3.1888 -1.6976 1.202 1.747 0.759 -0.261
C -1.6737 0.6576 -6.1104 0.190 -0.266 0.186 -0.096
C 0.0367 2.5382 8.1083 0.332 0.029 0.362 -0.210
C 1.4061 -3.0436 2.5911 -0.050 0.239 -0.037 -0.100
C 1.4481 5.2154 4.4690 0.027 -0.007 -0.088 -0.067
C 0.0723 -5.4832 -2.4916 0.069 -0.046 -0.233 -0.079
C -2.6921 -0.9621 -2.3805 0.321 -0.233 0.698 -0.075
C 0.8418 1.9855 7.0844 -0.257 0.150 -0.206 -0.022
C -2.0570 -1.8741 -0.1913 0.666 1.015 -0.763 -0.067
C -0.8796 3.5603 0.2515 1.066 0.368 1.209 -0.258
C -0.4699 -1.1599 -5.0334 0.006 -0.402 -0.739 -0.339
C 1.6754 -1.2173 1.0254 0.363 -0.312 0.331 -0.358
C -4.2023 -5.4419 -1.0535 0.117 0.440 -0.156 -0.087
C 2.3860 -1.2462 -4.5365 0.197 -0.275 -0.271 -0.317
C -3.7857 2.2388 2.9870 -0.070 -0.360 0.290 -0.003
C 0.2672 -6.2506 -3.6429 0.042 0.136 0.088 -0.099
C 2.6887 0.1062 -4.7836 0.197 -0.149 -0.143 -0.105
C -1.0802 2.0711 5.5636 -0.699 -0.310 -0.997 -0.233
H 0.4221 5.2350 4.8589 0.274 -0.097 -0.079 0.088
H -1.1963 -3.1531 -5.4940 -0.080 0.336 -0.025 0.088
H 2.4029 7.1450 2.0127 0.184 -0.086 0.052 0.079
H 1.6489 -4.0594 2.9077 -0.072 0.245 -0.046 0.092
H 0.0729 -2.6617 4.2536 0.097 0.042 -0.252 0.096
H -1.3355 2.2306 1.8332 -0.168 0.566 0.023 0.075
H -2.8093 -3.8154 0.2894 -0.011 0.275 -0.173 0.087
H -0.4994 3.8714 3.6075 0.404 -0.418 -0.288 0.080
H -3.2139 -5.8585 -0.7863 -0.236 0.080 0.045 0.077
H -5.5871 -3.8678 -3.4103 -0.026 -0.055 -0.132 0.084
H -3.9524 -2.2121 -3.5805 0.214 0.149 0.309 0.082
H -2.8710 2.9919 6.4339 0.376 -0.172 -0.008 0.111
H -5.0641 -5.5752 -3.3627 -0.029 0.170 -0.121 0.069
H -2.6722 -0.1449 -3.1070 -0.052 -0.405 0.173 0.091
H 1.9722 0.8854 -4.5195 0.196 -0.291 -0.124 0.076
H -4.7004 -5.1007 -0.1282 0.142 -0.178 -0.168 0.086
H -2.7015 3.6600 -0.9250 0.598 0.195 -0.339 0.071
H -4.0304 -4.3472 -4.1232 -0.050 0.000 -0.002 0.077
H 4.3040 -4.7736 -2.2538 0.080 0.320 0.109 0.105
H -0.0076 0.9472 -4.7828 -0.269 -0.235 -0.029 0.084
H -1.8857 3.3289 8.6761 0.151 -0.038 -0.237 0.107
H -3.0237 -2.3624 -6.9489 0.075 0.216 0.127 0.094
H 5.0046 0.0160 -1.0463 -0.085 -0.316 -0.031 0.100
H -5.6922 2.4103 1.9734 0.227 0.037 0.207 0.114
H 6.9130 -1.3564 -1.8480 -0.286 -0.098 0.029 0.097
H 2.4271 1.7489 -2.3056 0.064 -0.007 0.295 0.085
H -3.2416 2.8388 2.2569 -0.196 -0.345 0.131 0.097
H -0.2165 -5.9537 -1.5512 -0.009 0.085 -0.270 0.102
H -2.3363 1.6841 -2.2149 -0.700 0.020 0.467 0.081
H -5.8501 0.4498 5.7890 0.278 -0.029 -0.280 0.110
H 3.1723 6.6421 3.5421 0.042 0.060 -0.322 0.073
H -1.0072 0.4902 0.2882 -0.303 0.045 -0.062 0.054
H -1.5607 -1.7442 0.7721 -0.162 -0.019 -0.202 0.096
H -3.3973 0.0799 -7.2843 0.270 -0.056 0.065 0.090
H 2.4190 -3.4367 -1.3936 0.300 0.259 -0.093 0.081
H 3.2043 0.6890 1.8208 -0.057 0.140 -0.282 0.105
H 4.1132 1.5147 -5.5887 -0.040 -0.282 0.144 0.098
H 2.0214 5.9778 5.0042 -0.172 -0.146 0.071 0.073
H 1.8783 1.7488 7.3297 -0.326 0.019 -0.185 0.108
H 3.1934 -3.2594 -4.5193 0.063 0.353 -0.073 0.085
H 0.9257 1.3347 5.0408 -0.299 0.139 0.245 0.104
H 2.6219 -3.1610 0.8109 -0.197 0.200 0.237 0.082
H 1.3236 -3.8103 -5.7764 -0.286 -0.058 0.269 0.112
H -3.3706 0.5409 5.9598 -0.020 0.273 -0.282 0.116
H 1.9045 4.2355 4.6908 -0.263 0.071 -0.019 0.090
H 5.8685 -0.2233 -5.9714 -0.269 -0.045 0.085 0.092
H 0.6817 0.6393 1.5515 -0.103 -0.422 0.052 0.093
H -4.8040 -6.2368 -1.5118 0.182 0.178 0.272 0.070
H 4.5281 4.4759 0.2900 -0.215 -0.193 -0.015 0.090
H 0.0962 -3.4980 -1.6315 -0.098 -0.041 -0.388 0.080
H -1.7925 1.7248 -6.3021 -0.029 -0.262 0.124 0.099
H 6.5600 -3.7395 -2.4899 -0.166 0.200 0.169 0.093
H 0.0918 -7.3271 -3.6064 0.062 0.257 -0.059 0.094
H 5.4150 -2.5904 -5.3503 -0.218 0.190 -0.068 0.099
H -0.9990 1.7082 3.4644 -0.336 0.070 0.249 0.059
H 0.8694 -6.2470 -5.7230 -0.015 0.115 0.253 0.095
H -0.5217 -0.3706 3.5002 0.321 -0.124 -0.012 0.088
H -0.0172 4.9218 -1.1910 0.006 -0.063 0.034 0.100
H 3.5978 3.9155 -1.9473 -0.093 -0.165 0.267 0.099
H 3.3931 5.6493 2.0728 -0.241 0.191 0.091 0.071
H 4.2115 2.9030 2.2066 -0.083 -0.067 -0.302 0.102
H 1.5495 5.9709 0.4397 -0.229 -0.143 -0.084 0.083